No. 1
FO2SSn | ωB97M-V/def2-TZVPD

As for the frontier orbital gap (spin up / spin down): 7.87 / 7.44 eV. For the energy relative to the best compared isomer or geometry (same formula, charge and spin), the calculation gives 4.7 kcal/mol. The value obtained for the largest force on an atom is 5.30 eV/Å. Its expectation value of S² is 0.77. The HOMO energy (spin up / spin down) comes out at -9.91 / -9.99 eV.

Geometry as ORCA input:
```
! RIJCOSX wB97M-V def2-TZVPD def2/J DEFGRID3
* xyz 0 2
Sn 1.138 1.574 0.027
F -1.354 -1.833 -1.103
S -0.321 -0.812 0.397
O 0.991 -0.350 -0.247
O -0.455 1.421 0.926
*
```

Charges obtained by natural (NBO) population analysis, quoted in units of e: 1.4291 -0.5589 1.3086 -1.0199 -1.1588

***

No. 2
C7H14N | ωB97M-V/def2-TZVPD

As for the frontier orbital gap: 10.18 eV. For the energy relative to the best compared isomer or geometry (same formula, charge and spin), the calculation gives 57.4 kcal/mol. The value obtained for the largest force on an atom is 3.49 eV/Å. The HOMO energy comes out at -14.44 eV.

Geometry as ORCA input:
```
! RIJCOSX wB97M-V def2-TZVPD def2/J DEFGRID3
* xyz 1 1
C 0.334 -0.088 -1.078
C -1.016 0.464 -0.726
C 0.372 0.729 -0.074
C -1.948 -0.412 0.048
C 3.510 -0.305 -0.424
C 0.920 1.630 0.960
C -3.473 -0.378 -0.059
N -1.400 -1.484 0.556
H 0.865 -0.728 -1.829
H -1.559 1.249 -1.381
H 3.446 -0.563 0.587
H 2.599 -0.610 -0.901
H 3.624 0.755 -0.408
H 1.496 1.018 1.695
H 0.064 2.071 1.643
H 1.583 2.462 0.727
H -3.790 -1.234 0.625
H -3.733 -0.739 -1.066
H -3.928 0.522 0.261
H -1.970 -2.076 1.309
H 4.401 -0.741 -0.854
H -0.397 -1.543 0.389
*
```

Charges obtained by natural (NBO) population analysis, quoted in units of e: -0.2034 -0.3670 0.1409 0.4893 -0.8380 -0.6996 -0.6687 -0.6802 0.2840 0.2386 0.2083 0.1831 0.2142 0.2659 0.2492 0.2829 0.2255 0.2823 0.2660 0.4552 0.2360 0.4355

***

No. 3
C27H39N3O4 | ωB97M-V/def2-TZVPD

As for the frontier orbital gap (spin up / spin down): 2.14 / 6.50 eV. The value obtained for the largest force on an atom is 3.50 eV/Å. Its expectation value of S² is 0.76. The HOMO energy (spin up / spin down) comes out at 0.08 / -4.26 eV.

Geometry as ORCA input:
```
! RIJCOSX wB97M-V def2-TZVPD def2/J DEFGRID3
* xyz -1 2
N -1.407 4.159 -2.863
C -0.688 3.021 -2.696
C -0.528 2.142 -3.713
C -1.297 2.309 -4.921
C -2.133 3.456 -5.111
C -2.110 4.408 -4.010
H -0.422 2.809 -1.671
H 0.030 1.262 -3.429
H -1.310 1.567 -5.705
H -2.701 3.606 -6.017
H -2.741 5.281 -4.089
N -1.794 -2.481 -0.077
C -1.165 -3.373 0.759
C -1.511 -4.676 0.910
C -2.659 -5.077 0.266
C -3.447 -4.153 -0.495
C -2.988 -2.861 -0.632
H -0.299 -3.013 1.295
H -0.944 -5.386 1.495
H -2.895 -6.127 0.171
H -4.186 -4.481 -1.211
H -3.509 -2.103 -1.200
N 0.428 0.466 -0.853
C 0.079 0.351 0.464
C 0.868 -0.290 1.379
C 1.972 -1.083 0.918
C 2.230 -1.118 -0.429
C 1.489 -0.247 -1.289
H -0.646 1.037 0.875
H 0.573 -0.099 2.400
H 2.712 -1.467 1.605
H 3.116 -1.553 -0.868
H 1.642 -0.223 -2.358
C 4.241 -1.275 -4.522
C 5.140 -2.312 -5.098
O 5.984 -2.830 -4.403
C 4.874 -2.852 -6.494
H 3.223 -1.649 -4.412
H 4.368 -0.448 -5.221
H 4.657 -1.061 -3.538
H 4.738 -2.036 -7.204
H 3.904 -3.333 -6.625
H 5.605 -3.617 -6.754
C -5.439 1.568 2.653
C -4.011 1.138 2.733
O -3.471 1.245 3.781
C -3.282 0.791 1.369
H -5.768 2.138 3.522
H -6.038 0.664 2.761
H -5.708 2.024 1.700
H -3.916 0.278 0.646
H -2.385 0.231 1.633
H -3.022 1.732 0.885
C 0.691 -2.264 4.298
C 1.710 -1.400 4.930
O 1.642 -0.155 4.768
C 2.834 -2.102 5.577
H -0.239 -1.695 4.294
H 0.611 -3.251 4.754
H 1.043 -2.488 3.291
H 2.506 -2.685 6.437
H 3.644 -1.480 5.957
H 3.364 -2.790 4.919
C 0.419 3.125 2.646
C 0.993 4.482 2.776
O 2.101 4.645 3.262
C 0.226 5.613 2.086
H -0.663 3.093 2.524
H 0.635 2.496 3.509
H 0.782 2.642 1.739
H 0.375 6.491 2.715
H -0.827 5.336 2.054
H 0.700 5.922 1.154
*
```

Charges obtained by Mulliken population analysis, quoted in units of e: -0.5342 -0.0899 -0.1868 -0.3525 -0.3949 -0.2541 0.4589 0.2529 0.3546 0.3732 0.3408 -0.3719 0.0961 -0.7077 -0.3116 -0.7053 -0.3749 0.0810 0.3797 0.3396 0.2440 0.4619 0.0161 -0.4299 0.6034 -0.4571 -0.8405 -0.2097 -0.0793 0.2094 0.4192 0.3723 0.2761 -0.8797 0.7430 -0.5526 -1.1241 0.2854 0.3579 0.2299 0.3266 0.3091 0.3055 -1.1682 0.7361 -0.5331 -0.7047 0.3658 0.2892 0.3146 0.4302 -0.0047 0.2913 -0.7662 0.9361 -0.5655 -1.3673 0.2420 0.4908 -0.0108 0.3406 0.3723 0.3278 -0.5445 0.6476 -0.5848 -1.0858 0.1983 0.3113 0.1316 0.3634 0.3010 0.2662

***

No. 4
C25H32Cl2IrN5O3S2 | ωB97M-V/def2-TZVPD

As for the frontier orbital gap (spin up / spin down): 6.82 / 5.13 eV. For the energy relative to the best compared isomer or geometry (same formula, charge and spin), the calculation gives 48.5 kcal/mol. The value obtained for the largest force on an atom is 1.50 eV/Å. Its expectation value of S² is 0.76. The HOMO energy (spin up / spin down) comes out at -11.05 / -11.01 eV.

Geometry as ORCA input:
```
! RIJCOSX wB97M-V def2-TZVPD def2/J DEFGRID3
* xyz 1 2
Ir 0.230 0.617 1.145
C 0.230 -1.809 3.650
C 0.346 -1.785 2.180
N 1.387 -1.178 1.618
N 1.903 -1.782 0.496
C 2.235 -1.046 -0.478
S 1.771 0.640 -0.507
S 3.214 -1.706 -1.767
C 2.202 -1.250 -3.235
C 1.687 -2.480 -3.928
C 2.207 -2.874 -5.153
C 1.725 -4.013 -5.787
C 0.720 -4.763 -5.198
C 0.198 -4.375 -3.969
C 0.681 -3.241 -3.338
C -0.607 -2.490 1.323
C -1.004 -3.808 1.548
C -1.871 -4.434 0.670
C -2.370 -3.726 -0.421
C -2.016 -2.403 -0.628
C -1.147 -1.774 0.247
O -0.947 -0.432 0.071
H 0.987 -1.186 4.116
H 0.410 -2.851 3.941
H -0.777 -1.564 3.986
H 2.821 -0.643 -3.891
H 1.380 -0.631 -2.876
H 2.992 -2.289 -5.617
H 2.136 -4.312 -6.742
H 0.345 -5.650 -5.691
H -0.583 -4.961 -3.503
H 0.284 -2.950 -2.370
H -0.588 -4.356 2.383
H -2.157 -5.463 0.834
H -3.055 -4.204 -1.108
H -2.431 -1.831 -1.448
Cl 2.383 2.300 2.088
C 2.143 3.535 3.347
Cl 0.572 4.338 3.191
H 2.919 4.277 3.209
H 2.191 3.035 4.304
C -1.402 4.552 -2.086
C -0.380 3.502 -1.642
C 0.704 4.180 -0.808
C 0.234 2.847 -2.876
N -1.142 2.460 -0.881
N -0.854 2.253 0.499
H -0.927 5.316 -2.703
H -1.856 5.037 -1.220
H -2.197 4.081 -2.664
H 1.205 4.918 -1.433
H 1.465 3.484 -0.449
H 0.296 4.734 0.043
H 0.698 3.605 -3.506
H -0.541 2.357 -3.470
H 0.992 2.110 -2.609
H -1.149 1.559 -1.341
H -1.750 2.043 0.962
H -0.508 3.124 0.899
O -2.697 0.838 2.184
C -1.974 1.035 3.142
C -2.411 1.284 4.567
C -1.106 1.356 5.348
C -0.017 1.149 4.311
O 1.163 1.062 4.564
N -0.583 1.045 3.052
H -3.078 0.482 4.880
H -2.987 2.209 4.597
H -1.003 0.583 6.108
H -0.942 2.314 5.841
*
```

Charges obtained by natural (NBO) population analysis, quoted in units of e: 1.1862 -0.6976 0.4649 -0.3949 -0.2631 -0.1187 0.0942 0.3291 -0.5487 0.0356 -0.2334 -0.1947 -0.2055 -0.1895 -0.2429 -0.2555 -0.1315 -0.2165 -0.1539 -0.2587 0.3958 -0.5863 0.2754 0.2700 0.2380 0.2372 0.2303 0.2147 0.2232 0.2222 0.2137 0.2059 0.2264 0.2353 0.2336 0.2384 0.0488 -0.3837 -0.0264 0.2438 0.2638 -0.6045 0.1044 -0.6474 -0.6256 -0.4657 -0.5817 0.2157 0.2119 0.2230 0.2469 0.2144 0.2082 0.2301 0.2177 0.2149 0.3847 0.4409 0.4199 -0.6198 0.6953 -0.5234 -0.5129 0.7094 -0.6197 -0.7757 0.2547 0.2560 0.2503 0.2529

***

No. 5
C9H23AsMgO4 | ωB97M-V/def2-TZVPD

As for the frontier orbital gap: 11.66 eV. The value obtained for the largest force on an atom is 0.65 eV/Å. The HOMO energy comes out at -17.28 eV.

Geometry as ORCA input:
```
! RIJCOSX wB97M-V def2-TZVPD def2/J DEFGRID3
* xyz 2 1
Mg -0.285 0.020 -0.154
C -0.581 3.180 0.084
O -0.208 1.980 -0.642
C 0.780 2.185 -1.683
C 1.983 1.322 -1.375
O 1.531 -0.026 -1.094
C 1.515 -0.948 -2.209
C 0.495 -2.003 -1.862
O -0.770 -1.359 -1.576
C -1.719 -1.409 -2.672
H -0.996 3.902 -0.615
H 0.293 3.584 0.593
H -1.337 2.886 0.807
H 1.057 3.238 -1.724
H 0.315 1.916 -2.634
H 2.497 1.649 -0.472
H 2.692 1.309 -2.202
H 2.509 -1.380 -2.330
H 1.236 -0.411 -3.119
H 0.780 -2.555 -0.964
H 0.376 -2.716 -2.677
H -1.951 -2.450 -2.886
H -1.302 -0.920 -3.552
H -2.614 -0.889 -2.342
C -1.241 -2.969 3.021
As -1.428 -1.070 3.004
C -3.282 -0.616 3.006
C -0.565 -0.318 4.527
O -0.669 -0.443 1.631
H -1.688 -3.365 3.932
H -0.182 -3.223 2.997
H -1.747 -3.396 2.157
H -3.759 -1.102 3.857
H -3.748 -0.969 2.087
H -3.398 0.462 3.093
H -1.021 -0.705 5.437
H -0.669 0.765 4.501
H 0.489 -0.587 4.502
*
```

Charges obtained by natural (NBO) population analysis, quoted in units of e: 1.8340 -0.2494 -0.6784 -0.1132 -0.1043 -0.6505 -0.1040 -0.1177 -0.6661 -0.2541 0.2150 0.2053 0.2107 0.2366 0.2073 0.2266 0.2308 0.2352 0.1992 0.2191 0.2393 0.2169 0.1971 0.2149 -0.9940 1.9898 -0.9949 -0.9906 -1.3731 0.2746 0.2671 0.2612 0.2756 0.2609 0.2652 0.2728 0.2658 0.2694

***

No. 6
C4H5NO | ωB97M-V/def2-TZVPD

As for the frontier orbital gap: 8.00 eV. For the energy relative to the best compared isomer or geometry (same formula, charge and spin), the calculation gives 92.6 kcal/mol. The value obtained for the largest force on an atom is 1.02 eV/Å. The HOMO energy comes out at -9.67 eV.

Geometry as ORCA input:
```
! RIJCOSX wB97M-V def2-TZVPD def2/J DEFGRID3
* xyz 0 1
O -0.794 1.270 -0.742
C -0.728 0.320 0.283
C -0.404 -1.139 -0.281
C 0.367 0.267 1.234
C 1.585 0.755 0.719
N 2.630 1.126 0.350
H 0.105 1.518 -1.005
H -1.714 0.298 0.751
H -1.355 -1.564 -0.607
H 0.263 -1.018 -1.137
H 0.045 -1.833 0.436
*
```

Charges obtained by natural (NBO) population analysis, quoted in units of e: -0.6935 -0.0243 -0.6138 0.0676 0.0813 -0.2397 0.4760 0.2171 0.2506 0.2286 0.2503

***

No. 7
C3H12N2O2 | ωB97M-V/def2-TZVPD

As for the frontier orbital gap: 7.08 eV. For the energy relative to the best compared isomer or geometry (same formula, charge and spin), the calculation gives 56.7 kcal/mol. The value obtained for the largest force on an atom is 5.38 eV/Å. The HOMO energy comes out at -6.55 eV.

Geometry as ORCA input:
```
! RIJCOSX wB97M-V def2-TZVPD def2/J DEFGRID3
* xyz 0 1
C -2.534 0.180 -0.033
C -1.603 -1.065 0.130
N -1.586 -1.846 -0.983
C -0.605 -1.042 1.120
N 0.197 -2.115 1.284
H -3.250 -0.009 -0.834
H -3.032 0.402 0.919
H -1.909 1.045 -0.200
H -2.377 -1.787 -1.549
H -0.712 -2.211 -1.319
H -0.520 -0.100 1.634
H 1.107 -2.244 1.784
H -0.242 -3.086 1.152
O 2.595 3.654 1.000
H 3.146 4.024 1.750
H 2.105 2.858 1.227
O 2.325 1.230 -2.220
H 1.553 0.790 -1.788
H 2.959 0.538 -2.423
*
```

Charges obtained by natural (NBO) population analysis, quoted in units of e: -0.6413 0.1160 -0.8423 -0.1278 -0.8731 0.2019 0.2165 0.2163 0.3798 0.3868 0.1869 0.3970 0.3834 -0.9566 0.4794 0.4774 -0.9404 0.4721 0.4682

***

No. 8
C3H6N2O2S | ωB97M-V/def2-TZVPD

As for the frontier orbital gap: 8.14 eV. For the energy relative to the best compared isomer or geometry (same formula, charge and spin), the calculation gives 136.4 kcal/mol. The value obtained for the largest force on an atom is 8.89 eV/Å. The HOMO energy comes out at -8.88 eV.

Geometry as ORCA input:
```
! RIJCOSX wB97M-V def2-TZVPD def2/J DEFGRID3
* xyz 0 1
C 0.912 -0.756 -0.507
C -1.021 -0.368 1.003
C -1.785 1.030 0.690
H -0.840 -0.200 -1.582
H 0.308 -0.690 -2.666
H 1.126 0.086 1.320
H -1.355 -1.230 0.491
H -1.251 -0.436 2.081
H 0.139 1.566 -0.053
N -0.069 -1.261 -1.481
N 0.370 -0.301 0.559
O -0.872 2.086 0.550
O -2.977 1.099 0.610
S 2.620 -0.818 -0.596
*
```

Charges obtained by natural (NBO) population analysis, quoted in units of e: 0.2558 -0.3547 0.7783 0.3406 0.4095 0.4512 0.2471 0.2526 0.5134 -0.8039 -0.6284 -0.7047 -0.5332 -0.2234

***

| no. | E_tot (hartree) |
| --- | --- |
| 1 | -862.6802 |
| 2 | -329.5161 |
| 3 | -1517.3134 |
| 4 | -3292.1772 |
| 5 | -3093.0799 |
| 6 | -285.2670 |
| 7 | -381.4245 |
| 8 | -775.9228 |